[1]
The following is a quantum chemistry calculation of a 2-piece molecular cluster, C5H9Br overall, from OMol25.

The geometry in XYZ format:
```
15
Properties=species:S:1:pos:R:3:mulliken_charge:R:1
C -1.5535 -0.9035 -0.9269 -0.7819
C -0.8869 -0.7960 0.2102 0.0224
C 1.0273 1.5271 0.7000 -1.0053
C 0.4507 -1.3535 0.3678 -0.9841
C 1.7915 0.1984 0.9310 -0.1816
Br 3.2649 -0.2191 -0.2541 -0.1508
H -2.5084 -0.4274 -1.0397 0.2657
H -1.2161 -1.6007 -1.6457 0.3092
H -1.4299 -0.1824 0.9884 0.2996
H 1.7694 2.3051 0.4989 0.3643
H 0.3811 1.3938 -0.2318 0.2568
H 0.4307 1.8855 1.5164 0.3200
H 0.6134 -2.0699 1.0318 0.4680
H 0.9099 -1.4679 -0.6524 0.3868
H 2.0280 0.0869 1.9575 0.4110
```

Values from the calculation:
- E_LUMO: 0.887 eV
- Highest occupied orbital energy: -8.7589 eV

[2]
The following is a quantum chemistry calculation of a 2-piece molecular cluster, C5H9Br2NO2 overall, from OMol25.

The geometry in XYZ format:
```
19
Properties=species:S:1:pos:R:3:mulliken_charge:R:1
C -3.1851 -0.4732 0.0356 -1.0330
C -1.8758 -0.1190 0.8659 -0.3334
C -0.7692 -0.8074 0.1867 -0.3710
N -0.1204 -0.2954 -0.7395 0.9074
O 0.7308 -0.7964 -1.4293 -0.8017
O -0.2585 1.0900 -0.9376 -0.5371
H -3.1055 -0.1283 -1.0146 0.2645
H -3.1831 -1.6017 0.0149 0.2765
H -4.0792 -0.1487 0.4830 0.3669
H -1.8710 -0.3005 1.9478 0.3492
H -1.7595 0.9402 0.5430 0.2153
H -0.8319 -1.9090 0.0728 0.3517
H 0.1964 1.4650 -1.6939 0.3541
Br 2.1162 2.4589 0.3632 -0.1477
C 3.2888 0.9988 0.6475 -0.3435
C 3.4040 -0.0516 -0.1076 -0.1490
Br 4.7358 -1.3165 0.3341 -0.1508
H 3.7755 1.2784 1.4620 0.4325
H 2.7919 -0.2836 -1.0340 0.3490
```

Values from the calculation:
- Structure (SMILES): CC/C=[N+](/[O-])O.Br/C=C/Br
- E_LUMO: 0.552 eV
- Highest occupied orbital energy: -9.0829 eV

[3]
The following is a quantum chemistry calculation of an isolated ion of composition C5H9BrN3O2 and charge +1, from OMol25.

The geometry in XYZ format:
```
20
Properties=species:S:1:pos:R:3:mulliken_charge:R:1
C -1.0503 -0.4522 -1.2174 -0.9034
N 0.4000 -0.6100 -0.8710 0.0230
C 1.0109 -1.6892 -1.1816 0.7849
C 1.9060 -2.6382 -1.0012 -0.3726
Br 3.0705 -3.2946 -2.2684 0.0566
N 2.0878 -3.3526 0.4939 0.9673
O 1.7531 -2.6575 1.3792 -0.5135
O 2.4901 -4.4761 0.4320 -0.4624
C 0.9573 0.5719 -0.3107 -0.5263
C 0.6273 0.4834 1.1345 -0.5205
N -0.6294 -0.1770 1.4081 -0.5330
H -1.6985 -1.3784 -1.2668 0.3693
H -1.4100 -0.0224 -0.2053 0.4649
H -1.1924 0.0206 -2.1451 0.3487
H 0.5046 1.5108 -0.7159 0.3623
H 2.0238 0.6228 -0.3888 0.3531
H 1.4910 0.1307 1.6986 0.2929
H 0.4207 1.4964 1.5738 0.4218
H -1.1582 0.3323 2.0768 0.2384
H -0.4903 -1.0879 1.6496 0.1484
```

Values from the calculation:
- Structure (SMILES): C[N+](=C=C(Br)[N+](=O)[O-])CCN
- E_LUMO: -5.689 eV
- Charge: +1
- Highest occupied orbital energy: -13.6219 eV

[4]
The following is a quantum chemistry calculation of one molecule with the formula C5H9Cl, from OMol25.

The geometry in XYZ format:
```
15
Properties=species:S:1:pos:R:3:mulliken_charge:R:1
C 1.2108 -0.9525 -0.5618 -1.2643
C 0.3725 0.3107 -0.8293 -0.1310
C 0.3858 1.2743 0.1168 -0.4833
C -0.7964 0.5094 -0.0414 0.4703
C -1.1810 -0.5080 0.9503 -0.8315
Cl -2.1507 1.3830 -0.9383 -0.2608
H 0.9655 -1.9589 -1.0477 0.2749
H 2.1494 -0.6768 -0.8591 0.3978
H 1.1570 -1.1428 0.5648 0.2645
H 0.1819 0.6737 -1.8273 0.4305
H 0.3209 2.2676 -0.4071 0.2698
H 0.9915 1.3516 1.1723 0.1910
H -1.6060 -0.1426 1.9479 0.2930
H -1.8146 -1.3733 0.5079 0.2569
H -0.1866 -1.0152 1.2521 0.1220
```

Values from the calculation:
- Structure (SMILES): C[C@@H]1C[C@@]1(C)Cl
- E_LUMO: 1.038 eV
- Highest occupied orbital energy: -9.8423 eV

[5]
The following is a quantum chemistry calculation of a 2-piece molecular cluster, C5H9Cl2F overall, from OMol25.

The geometry in XYZ format:
```
17
Properties=species:S:1:pos:R:3:mulliken_charge:R:1
C -0.6072 -1.2582 -0.8578 -1.1966
C -0.9227 -0.0101 1.4586 -1.2365
C -0.8802 1.1987 -0.8605 -0.8715
C -0.8221 -0.0277 0.0093 0.9218
C 2.0735 -0.0080 0.2837 0.2044
F 2.7258 0.1772 1.5231 -0.2614
Cl 2.6160 -1.5400 -0.2007 -0.1676
Cl 2.6327 1.3152 -0.7544 -0.2114
H -0.1092 -0.7819 -1.7099 0.4345
H -1.5640 -1.7444 -0.9944 0.3403
H 0.1040 -1.9946 -0.5281 0.2643
H -0.5581 1.0276 1.9282 0.2988
H -0.4104 -0.7411 1.8919 0.3896
H -2.0560 -0.0364 1.8252 0.3103
H -1.2791 0.9634 -1.8266 0.3757
H -1.1893 2.1110 -0.3078 0.3432
H 0.2463 1.3495 -0.8797 0.0620
```

Values from the calculation:
- E_LUMO (alpha / beta): -0.063 / -1.220 eV
- Highest occupied orbital energy (alpha / beta): -8.3771 / -7.1975 eV

[6]
The following is a quantum chemistry calculation of an isolated ion of composition C5H9ClIN4 and charge +1, from OMol25.

The geometry in XYZ format:
```
20
Properties=species:S:1:pos:R:3:mulliken_charge:R:1
C 1.5038 -2.3853 -0.6465 -0.7747
N 2.0681 -1.0636 -0.9226 -0.1676
C 1.7340 0.0432 -0.2208 0.0270
N 0.9711 -0.0472 0.7885 -0.1836
C 0.4829 0.4854 1.8311 0.0508
I 1.5592 0.4045 3.6221 0.1810
C -0.8069 1.1486 1.8830 -0.7069
C -1.5023 1.2538 0.6821 0.7883
Cl -3.1493 1.9862 0.8935 -0.3025
N -1.2499 0.8155 -0.5066 -0.4897
N -2.2197 0.9532 -1.4519 -0.1560
H 1.8926 -2.5640 0.4247 0.2509
H 0.4711 -2.2395 -0.6766 0.2719
H 1.9922 -3.1015 -1.2972 0.3468
H 2.3605 -0.9588 -1.8670 0.2491
H 2.5062 0.8225 -0.3211 0.4104
H -1.2781 1.6012 2.7735 0.2993
H -2.4080 0.0485 -1.6433 0.2907
H -1.8691 1.3680 -2.3600 0.3469
H -3.0584 1.4294 -0.9851 0.2678
```

Values from the calculation:
- Structure (SMILES): CN/C=N/C(I)=C\C(Cl)=N\[NH3+]
- E_LUMO: -3.402 eV
- Charge: +1
- Highest occupied orbital energy: -12.0166 eV

[7]
The following is a quantum chemistry calculation of one molecule with the formula C5H9ClOS, from OMol25.

The geometry in XYZ format:
```
17
Properties=species:S:1:pos:R:3:mulliken_charge:R:1
C -1.6747 -0.5413 -0.7478 -1.1846
C -1.2923 0.6253 0.1770 -0.2466
C 0.0220 0.4643 0.9107 -0.0775
O 0.0704 -0.8020 1.5316 -0.5185
C 1.2885 0.8174 0.1428 -0.1170
S 1.9187 2.2875 0.1334 -0.2158
C 1.6589 -0.2824 -0.8072 -0.0885
Cl 2.6754 -1.3715 0.1642 -0.2138
H -1.3822 -1.5104 -0.2037 0.3079
H -2.7795 -0.6164 -0.8971 0.3247
H -1.2341 -0.6168 -1.7530 0.2862
H -1.3415 1.5809 -0.3219 0.3564
H -2.0328 0.6870 0.9738 0.3050
H 0.0819 1.2236 1.6755 0.3461
H 1.0019 -1.0634 1.7816 0.3621
H 2.2669 0.0003 -1.7327 0.3669
H 0.7527 -0.8820 -1.0272 0.0071
```

Values from the calculation:
- Structure (SMILES): CC[C@@H](O)C(=S)CCl
- E_LUMO: -0.649 eV
- Highest occupied orbital energy: -9.0644 eV

[8]
The following is a quantum chemistry calculation of C5H9ClSi as an isolated structure, from OMol25.

The geometry in XYZ format:
```
16
Properties=species:S:1:pos:R:3:mulliken_charge:R:1
C -2.0369 -0.3812 0.0858 0.3530
C -1.1659 0.1161 -0.5671 0.4394
C -3.0179 -0.7366 1.0513 -1.4177
C 1.6330 -0.0556 1.5344 -1.1426
C -0.1400 0.4174 -1.4787 -1.3378
Si 1.8619 -0.1744 -0.3314 0.6452
Cl 1.9237 -2.0574 -1.0362 -0.2462
H -2.8393 -1.6926 1.3466 0.3677
H -3.9906 -0.5378 0.6325 0.3225
H -2.9577 -0.1069 1.9890 0.2628
H 1.2410 -0.9798 1.9499 0.3303
H 2.3209 0.3099 2.2320 0.4382
H 0.8531 0.6549 1.7509 0.3566
H -0.0096 1.4504 -1.5335 0.3789
H -0.0118 0.0246 -2.4674 0.3983
H 2.9027 0.5465 -1.1061 -0.1487
```

Values from the calculation:
- E_LUMO: 0.799 eV
- Highest occupied orbital energy: -8.0173 eV

[9]
The following is a quantum chemistry calculation of C5H9CuO3 as an isolated structure, from OMol25.

The geometry in XYZ format:
```
18
Properties=species:S:1:pos:R:3:mulliken_charge:R:1
O 0.0554 1.6294 0.6259 -0.0946
Cu 0.8907 2.7188 2.4002 -0.1149
O 1.6956 0.6895 1.7306 -0.6016
C 0.9298 0.5470 0.7465 0.3103
C -0.8950 1.6433 -0.4350 -0.1289
C -1.6296 2.9644 -0.3948 -1.2337
H -0.3739 1.5126 -1.3954 0.2836
H -1.5897 0.8010 -0.3100 0.2763
H -0.9584 3.7960 -0.6502 0.2878
H -2.4540 2.9526 -1.1207 0.3660
H -2.0531 3.1470 0.6030 0.3002
O 1.0849 -0.1853 -0.2538 -0.6358
C 1.0872 -3.3396 0.2513 -0.3594
C 0.6232 -4.0678 -0.7622 -0.4575
H 1.9184 -3.6891 0.8697 0.2325
H 0.1691 -3.6005 -1.6386 0.2484
H 0.9259 -5.1089 -0.8974 0.2211
H 0.5735 -2.4108 0.6309 0.1002
```

Values from the calculation:
- Multiplicity: 2
- ⟨S²⟩: 0.7522
- E_LUMO (alpha / beta): 3.633 / 3.591 eV
- Charge: -1
- Highest occupied orbital energy (alpha / beta): -1.7444 / -4.4794 eV

[10]
The following is a quantum chemistry calculation of one molecule with the formula C5H9F2N, from OMol25.

The geometry in XYZ format:
```
17
Properties=species:S:1:pos:R:3:mulliken_charge:R:1
C -0.4189 1.8681 -0.0090 -0.9621
C -0.4216 0.5799 0.4898 0.5759
C -1.5966 -0.4201 0.1750 -0.5505
N -0.9869 -1.3248 -0.7371 -0.4640
C 0.9557 -0.0958 0.9623 -0.9225
C 1.8302 -0.2467 -0.3559 0.4047
F 2.9458 -0.8944 0.2919 -0.2907
F 2.1479 0.9828 -0.8919 -0.2510
H 0.2094 2.6918 0.2545 0.3236
H -1.3598 2.1008 -0.4961 0.2226
H -2.3803 0.3010 -0.4712 0.2132
H -2.0528 -0.8311 1.1227 0.2919
H -1.0695 -0.9843 -1.7477 0.2678
H -1.3365 -2.3398 -0.6033 0.1926
H 0.6980 -1.0291 1.4110 0.3322
H 1.4072 0.5362 1.7526 0.3813
H 1.4288 -0.8943 -1.1477 0.2350
```

Values from the calculation:
- Structure (SMILES): C=C(CN)CC(F)F
- E_LUMO: 0.832 eV
- Highest occupied orbital energy: -9.0757 eV

[11]
The following is a quantum chemistry calculation of a 3-piece molecular cluster, C5H9F2O4SSi overall, from OMol25.

The geometry in XYZ format:
```
22
Properties=species:S:1:pos:R:3:mulliken_charge:R:1
C 3.2782 2.0285 -0.8412 0.6125
C 3.5895 -1.7358 0.4668 0.6543
C -3.2475 0.7212 0.4574 -1.1072
C -1.1236 -1.2759 1.2586 -0.9901
C -0.9672 -0.2086 -1.6802 -1.0018
O 4.0230 2.0956 -1.6821 -0.2822
O -0.4815 1.4999 0.3354 0.0672
O 2.4272 1.9299 -0.0999 -0.3343
O 2.7721 -1.0267 0.8367 -0.3366
F 4.4214 -1.5223 -0.4557 -0.1453
F 3.6357 -3.0085 0.7783 -0.1743
Si -1.4130 0.1215 0.0557 0.5005
S -0.1727 2.9599 0.5978 0.4888
H -3.2781 1.8155 0.1854 0.3143
H -4.0032 0.2838 -0.2034 0.3611
H -3.4677 0.4863 1.4423 0.3238
H -2.0595 -1.7317 1.2093 0.3854
H -0.2573 -1.9177 1.1095 0.3605
H -1.0520 -0.8082 2.2949 0.2841
H -0.5297 0.7073 -2.1427 0.3094
H -0.2382 -0.9677 -1.7465 0.3274
H -1.8560 -0.4462 -2.1762 0.3827
```

Values from the calculation:
- E_LUMO (alpha / beta): -7.805 / -7.777 eV
- Charge: +1
- Highest occupied orbital energy (alpha / beta): -14.5084 / -14.5860 eV

[12]
The following is a quantum chemistry calculation of an isolated ion of composition C5H9FNS and charge +1, from OMol25.

The geometry in XYZ format:
```
17
Properties=species:S:1:pos:R:3:mulliken_charge:R:1
C -1.5179 1.2853 0.3559 -1.4262
C -0.2060 0.6315 0.7925 -0.0485
C -0.2380 -1.0187 1.5336 0.4096
F -1.0268 -1.3594 2.4991 -0.1609
S 1.1483 -1.8594 1.1424 0.0058
C 1.8233 -0.4525 0.1590 -0.3672
N 0.6771 0.3027 -0.3450 -0.1279
C -0.0955 -0.4594 -1.4319 -0.8350
H -1.2836 2.1603 -0.2069 0.4380
H -2.0329 1.6200 1.2242 0.3752
H -2.0746 0.6437 -0.1852 0.5184
H 2.5581 -0.7625 -0.7045 0.3845
H 2.4230 0.0845 0.8218 0.4008
H 0.9373 1.2523 -0.6750 0.3716
H -0.4346 -1.3382 -0.9769 0.4403
H -1.0454 0.1187 -1.5900 0.2976
H 0.3880 -0.8490 -2.4130 0.3241
```

Values from the calculation:
- Structure (SMILES): CC1=C(F)SC[N@H+]1C
- E_LUMO (alpha / beta): -4.772 / -4.772 eV
- Charge: +1
- Highest occupied orbital energy (alpha / beta): -12.6057 / -12.6042 eV

Total energy per entry: -2769.8128 -5548.9871 -3084.1845 -656.0091 -1215.9943 -1172.4832 -1129.4904 -945.5319 -2062.0817 -450.3195 -1384.0135 -748.2970 hartree
ΔE to the lowest compared entry with this formula, charge and spin per entry: 178.6 263.1 558.0 232.8 463.7 0.0 42.3 241.9 0.0 150.8 0.0 131.7 kJ/mol